A molecular structure, C33H80AsF6N8O5Pb. Source: OMol25; level of theory: the ωB97M-V functional and the def2-TZVPD basis.

```
134
Properties=species:S:1:pos:R:3
Pb -0.215 -5.177 -2.242
As 0.397 -1.140 -1.344
F 2.062 -1.582 -1.333
F 0.747 0.455 -0.843
F -1.265 -0.693 -1.312
F -0.002 -2.776 -1.891
F 0.277 -1.633 0.291
F 0.474 -0.662 -2.975
C 3.024 0.358 -4.006
C 3.603 1.091 -2.799
N 4.132 2.381 -3.186
C 3.074 3.308 -3.571
C 2.116 3.727 -2.455
C 5.051 2.892 -2.165
C 5.763 4.169 -2.559
H 3.713 0.476 -4.842
H 2.099 0.864 -4.278
H 2.849 -0.687 -3.776
H 2.911 1.139 -1.939
H 4.396 0.460 -2.372
H 3.571 4.210 -3.930
H 2.522 2.882 -4.404
H 1.572 4.630 -2.762
H 1.313 3.011 -2.267
H 2.652 3.995 -1.546
H 5.758 2.090 -1.941
H 4.505 3.049 -1.211
H 6.226 4.066 -3.542
H 6.508 4.435 -1.814
H 5.054 4.995 -2.653
C 0.520 3.825 1.304
C 1.208 3.814 2.670
N 1.300 2.499 3.269
C 1.886 2.575 4.608
C 3.339 3.030 4.687
C 1.982 1.560 2.384
C 1.970 0.130 2.891
H 1.182 3.517 0.494
H 0.222 4.845 1.044
H -0.399 3.234 1.281
H 2.177 4.321 2.553
H 0.621 4.450 3.340
H 1.234 3.163 5.251
H 1.879 1.560 5.011
H 4.030 2.266 4.340
H 3.523 3.989 4.205
H 3.596 3.229 5.735
H 3.031 1.836 2.162
H 1.495 1.587 1.410
H 0.937 -0.217 2.972
H 2.438 -0.040 3.862
H 2.454 -0.525 2.163
C -4.792 5.467 -3.439
C -3.762 4.354 -3.617
N -3.144 3.957 -2.379
C -1.926 3.184 -2.584
C -2.094 1.819 -3.232
C -4.104 3.376 -1.445
C -3.479 2.820 -0.185
H -4.433 6.196 -2.707
H -5.755 5.086 -3.100
H -4.931 6.023 -4.365
H -4.238 3.526 -4.175
H -2.975 4.751 -4.266
H -1.239 3.789 -3.183
H -1.432 3.062 -1.619
H -2.787 1.185 -2.669
H -2.526 1.844 -4.240
H -1.139 1.298 -3.318
H -4.701 2.570 -1.922
H -4.804 4.174 -1.192
H -2.963 3.585 0.397
H -2.775 2.014 -0.404
H -4.257 2.380 0.443
C 2.458 -5.688 1.331
C 2.293 -4.666 0.254
O 1.312 -4.743 -0.538
N 3.130 -3.641 0.153
C 4.180 -3.239 1.086
H 2.573 -5.160 2.275
H 3.343 -6.282 1.112
H 1.532 -6.243 1.398
H 2.861 -2.962 -0.555
H 4.257 -3.947 1.900
H 3.968 -2.246 1.484
H 5.124 -3.169 0.546
C 0.768 -5.323 6.158
C 0.701 -4.928 4.703
O 0.655 -5.765 3.823
N 0.656 -3.586 4.471
C 0.588 -2.970 3.165
H 1.215 -4.556 6.793
H 1.354 -6.227 6.295
H -0.251 -5.508 6.503
H 0.483 -2.984 5.256
H 1.533 -2.493 2.915
H -0.249 -2.277 3.108
H 0.415 -3.673 2.352
C -2.141 3.039 4.522
C -2.478 1.898 3.596
O -3.635 1.534 3.441
N -1.435 1.276 2.996
C -1.656 0.264 2.004
H -1.142 2.989 4.950
H -2.867 3.018 5.337
H -2.327 3.992 4.024
H -0.490 1.673 3.074
H -1.910 -0.704 2.461
H -0.768 0.125 1.399
H -2.502 0.506 1.358
C -4.397 -5.155 -4.074
C -3.221 -4.233 -4.056
O -2.175 -4.556 -3.422
N -3.276 -3.153 -4.817
C -2.247 -2.119 -4.865
H -5.233 -4.789 -4.667
H -4.714 -5.413 -3.066
H -4.094 -6.104 -4.525
H -4.154 -2.933 -5.255
H -1.256 -2.505 -5.056
H -2.274 -1.550 -3.941
H -2.545 -1.403 -5.628
C -3.614 -3.159 -0.649
C -2.620 -4.034 0.075
O -1.609 -4.467 -0.506
N -2.840 -4.219 1.366
C -1.998 -4.975 2.290
H -4.119 -2.465 0.025
H -4.356 -3.816 -1.107
H -3.118 -2.528 -1.381
H -3.613 -3.710 1.760
H -1.026 -5.176 1.856
H -2.451 -5.933 2.544
H -1.852 -4.374 3.182
```

## Properties
**Highest occupied orbital energy**: -9.45 eV
**Total charge**: +1

***

A molecular structure, C13H15CdCl3N5O4. Source: OMol25; level of theory: the ωB97M-V functional and the def2-TZVPD basis.

```
41
Properties=species:S:1:pos:R:3
Cd 13.679 7.924 6.015
C 18.473 5.392 6.400
O 17.587 6.382 6.925
C 16.340 6.496 6.515
O 15.680 7.433 6.942
N 15.857 5.571 5.643
N 14.543 5.726 5.203
H 19.444 5.660 6.780
H 18.485 5.424 5.306
H 18.216 4.395 6.757
H 16.335 4.695 5.485
H 13.905 5.120 5.698
H 14.484 5.571 4.208
Cl 6.484 7.679 5.741
C 8.166 7.396 6.002
C 9.077 8.377 5.668
C 10.412 8.100 5.867
Cl 11.543 9.356 5.381
C 10.900 6.903 6.420
O 12.151 6.605 6.623
C 9.926 5.939 6.725
Cl 10.487 4.434 7.331
C 8.581 6.177 6.530
H 8.758 9.325 5.256
H 7.863 5.409 6.780
C 15.905 11.707 3.924
N 15.421 11.483 5.282
C 15.589 12.370 6.291
C 15.146 12.159 7.556
C 14.463 10.930 7.775
N 14.348 10.034 6.792
C 14.830 10.275 5.567
O 14.754 9.418 4.671
N 13.932 10.617 8.957
H 16.221 12.737 3.831
H 15.111 11.472 3.228
H 16.729 11.032 3.699
H 16.113 13.277 6.037
H 15.249 12.902 8.331
H 14.001 11.247 9.738
H 13.442 9.747 9.068
```

## Properties
**Highest occupied orbital energy**: -10.07 eV
**Total charge**: +1

***

C12H9ClO5S2 in the gas phase. Source: OMol25; level of theory: the ωB97M-V functional and the def2-TZVPD basis.

```
29
Properties=species:S:1:pos:R:3
O 4.708 -1.815 -2.140
S 3.332 -2.127 -2.544
O 3.407 -2.506 -3.936
Cl 2.446 -3.431 -1.249
C 2.401 -0.584 -2.472
C 2.806 0.430 -3.276
C 1.909 1.542 -3.314
C 0.738 1.562 -2.496
C 0.396 0.566 -1.610
S -1.158 0.547 -0.639
O -1.866 1.825 -0.842
O -1.865 -0.685 -1.011
O -0.497 0.454 0.869
C -1.300 0.266 2.084
C -0.743 0.506 3.378
C -1.536 0.374 4.536
C -2.894 -0.010 4.427
C -3.433 -0.236 3.167
C -2.659 -0.142 1.961
C 1.228 -0.498 -1.661
H 3.529 0.319 -3.977
H 2.058 2.165 -4.090
H 0.053 2.365 -2.583
H 0.319 0.621 3.485
H -1.014 0.421 5.481
H -3.500 -0.145 5.265
H -4.541 -0.288 3.128
H -3.170 -0.172 1.047
H 0.844 -1.324 -0.988
```

## Properties
**SMILES**: O=S(=O)(Cl)c1cccc(S(=O)(=O)Oc2ccccc2)c1
**Highest occupied orbital energy**: -9.66 eV
**Total charge**: 0

***

2 unconnected molecules or ions with the total composition C2H9NS. Source: OMol25; level of theory: the ωB97M-V functional and the def2-TZVPD basis.

```
13
Properties=species:S:1:pos:R:3
C 1.407 -0.089 -0.803
N 0.076 0.154 -0.241
C 0.157 0.920 1.009
H 1.852 0.767 -1.317
H 1.356 -0.940 -1.482
H 2.018 -0.480 0.011
H -0.497 0.682 -0.884
H 0.962 1.660 0.957
H -0.781 1.442 1.183
H 0.417 0.241 1.826
S -2.678 -1.781 0.225
H -2.939 -0.751 -0.603
H -1.350 -1.825 0.121
```

## Properties
**SMILES**: CNC.S
**Highest occupied orbital energy**: -8.98 eV
**Total charge**: 0

***

A molecular structure, C20H29CuN3O8P2. Source: OMol25; level of theory: the ωB97M-V functional and the def2-TZVPD basis.

```
63
Properties=species:S:1:pos:R:3
C 2.580 -2.265 1.290
C 1.813 -3.357 0.598
O 1.038 -4.078 1.156
N 2.094 -3.537 -0.853
C 3.172 -4.523 -0.996
C 0.904 -3.794 -1.646
C 0.452 -2.547 -2.426
C -0.187 -1.548 -1.472
C -0.733 -0.315 -2.171
C -1.052 0.867 -1.223
O -1.114 0.544 0.138
C -2.245 -0.142 0.526
O -2.874 -0.829 -0.199
C -2.582 -0.002 1.965
C -3.499 0.933 2.392
C -3.813 0.986 3.736
C -3.222 0.120 4.631
C -2.302 -0.812 4.199
C -1.983 -0.869 2.857
N -2.240 1.582 -1.666
C -2.125 2.900 -1.066
O -3.015 3.674 -0.937
C -0.643 3.142 -0.665
O -0.231 4.341 -1.317
C -0.323 3.317 0.830
C -1.471 3.744 1.697
N -1.240 4.428 2.735
C 0.038 1.974 -1.419
P 1.717 1.739 -0.705
P 3.015 0.466 -1.901
O 3.061 -0.832 -1.220
O 2.616 0.357 -3.433
O 4.457 1.166 -1.849
H 2.773 -2.595 2.303
H 3.507 -2.071 0.765
H 1.947 -1.382 1.329
H 3.159 -5.012 -1.957
H 3.113 -5.225 -0.165
H 4.132 -4.018 -0.883
H 0.069 -4.125 -1.033
H 1.098 -4.594 -2.348
H -0.288 -2.905 -3.137
H 1.277 -2.133 -2.994
H -1.011 -2.057 -0.982
H 0.516 -1.291 -0.677
H -1.698 -0.607 -2.583
H -0.130 0.003 -3.016
H -3.982 1.610 1.704
H -4.548 1.688 4.092
H -3.485 0.150 5.675
H -1.838 -1.521 4.864
H -1.288 -1.610 2.489
H -2.169 1.750 -2.668
H -0.436 5.089 -0.745
H 0.026 2.388 1.280
H 0.480 4.036 0.957
H -2.486 3.438 1.464
H -2.115 4.604 3.224
H 0.055 2.364 -2.430
H 2.303 3.021 -0.871
H 2.570 1.224 -3.866
H 4.922 0.915 -2.664
Cu 3.463 2.035 1.289
```

## Properties
**Highest occupied orbital energy (alpha / beta)**: -13.95 / -13.95 eV
**Total charge**: +2
**Multiplicity**: 2

***

A gas-phase ion, C5H14OP (charge +1). Source: OMol25; level of theory: the ωB97M-V functional and the def2-TZVPD basis.

```
21
Properties=species:S:1:pos:R:3
C -1.912 -1.252 0.075
C 0.580 0.646 -1.725
C 1.388 1.490 0.854
C 1.346 -1.313 0.293
C -1.302 0.086 0.583
O -1.956 1.298 0.264
P 0.426 0.243 0.030
H -2.297 -1.197 -0.958
H -2.766 -1.630 0.780
H -1.115 -1.967 0.173
H 1.609 1.140 -1.595
H 0.021 1.429 -2.254
H 0.515 -0.268 -2.282
H 1.378 1.339 1.922
H 0.997 2.486 0.792
H 2.460 1.496 0.391
H 2.228 -1.056 0.829
H 1.700 -1.832 -0.668
H 0.812 -2.154 0.899
H -1.197 -0.063 1.617
H -2.914 1.080 -0.022
```

## Properties
**Highest occupied orbital energy**: -14.79 eV
**Total charge**: +1

***

2 unconnected molecules or ions with the total composition C2H9N3. Source: OMol25; level of theory: the ωB97M-V functional and the def2-TZVPD basis.

```
14
Properties=species:S:1:pos:R:3
C 4.606 -0.234 -1.547
N 4.219 1.019 -1.848
H 5.387 -0.747 -2.130
H 4.418 -0.751 -0.594
H 3.247 1.122 -1.556
N -3.041 0.930 1.196
C -2.280 -0.199 0.640
N -2.777 -1.478 1.164
H -3.029 1.700 0.526
H -2.548 1.320 1.978
H -1.230 -0.059 0.873
H -2.471 -0.348 -0.417
H -3.792 -1.413 1.134
H -2.514 -1.654 2.128
```

## Properties
**Highest occupied orbital energy (alpha / beta)**: 0.94 / -2.26 eV
**Total charge**: -1
**Multiplicity**: 2

***

2 unconnected molecules or ions with the total composition CH3IO. Source: OMol25; level of theory: the ωB97M-V functional and the def2-TZVPD basis.

```
6
Properties=species:S:1:pos:R:3
C 0.273 0.132 -0.099
O -0.233 0.016 1.113
I 2.453 0.537 -0.287
H -0.137 -0.578 -0.824
H -0.323 1.330 -0.659
H 0.068 -0.644 1.702
```

## Properties
**Highest occupied orbital energy**: -9.38 eV
**Total charge**: 0

***

C3H3NOS in the gas phase. Source: OMol25; level of theory: the ωB97M-V functional and the def2-TZVPD basis.

```
9
Properties=species:S:1:pos:R:3
O -1.542 1.717 0.398
C -0.704 0.873 0.264
N 0.033 0.565 -0.865
C 0.697 -0.631 -0.257
C -0.141 -0.253 0.937
S -0.894 -1.252 2.350
H 0.040 1.039 -1.739
H 1.830 -0.472 -0.279
H 0.681 -1.586 -0.810
```

## Properties
**SMILES**: O=C1NCC1=S
**Highest occupied orbital energy (alpha / beta)**: -9.47 / -9.43 eV
**Total charge**: 0

***

10 unconnected molecules or ions with the total composition C20H60O10. Source: OMol25; level of theory: the ωB97M-V functional and the def2-TZVPD basis.

```
90
Properties=species:S:1:pos:R:3
C 1.471 3.140 -3.162
C 2.714 2.318 -3.064
O 2.953 1.422 -4.133
H 1.141 3.657 -2.261
H 0.711 2.444 -3.517
H 1.527 3.857 -3.981
H 2.624 1.715 -2.161
H 3.587 2.971 -3.090
H 3.862 1.131 -4.241
C -1.465 4.613 -0.172
C -2.912 4.534 0.197
O -2.916 4.955 1.506
H -1.016 5.603 -0.238
H -1.327 4.204 -1.173
H -0.874 4.105 0.590
H -3.100 3.462 0.260
H -3.651 5.060 -0.407
H -3.111 4.301 2.181
C -0.616 -3.898 1.480
C -2.044 -3.298 1.141
O -2.282 -2.019 1.635
H -0.427 -4.911 1.124
H -0.444 -4.075 2.542
H 0.123 -3.156 1.174
H -2.846 -3.929 1.523
H -2.117 -3.380 0.057
H -1.742 -1.323 1.253
C 1.305 -0.473 5.333
C 0.060 -0.768 4.442
O -1.021 -0.252 5.067
H 1.251 -1.168 6.170
H 1.168 0.562 5.646
H 2.255 -0.549 4.804
H -0.104 -1.823 4.227
H 0.124 -0.217 3.503
H -1.744 -0.807 4.766
C -4.120 1.368 2.477
C -3.976 2.113 3.777
O -3.066 3.160 3.473
H -3.158 1.014 2.109
H -4.602 2.044 1.771
H -4.830 0.541 2.435
H -3.590 1.564 4.636
H -4.893 2.464 4.251
H -2.270 3.141 4.010
C 1.014 -4.501 -1.502
C 2.409 -4.950 -1.328
O 3.292 -3.906 -1.531
H 0.450 -5.327 -1.070
H 0.869 -4.378 -2.576
H 0.704 -3.565 -1.038
H 2.762 -5.772 -1.952
H 2.602 -5.297 -0.313
H 3.370 -3.779 -2.479
C 1.395 -1.504 -4.606
C 2.897 -1.904 -4.370
O 2.951 -3.322 -4.244
H 0.863 -1.827 -3.711
H 0.987 -2.003 -5.485
H 1.244 -0.434 -4.749
H 3.182 -1.430 -3.431
H 3.564 -1.497 -5.130
H 2.826 -3.760 -5.089
C -0.160 -0.311 -1.027
C -0.001 0.739 0.087
O -1.013 0.537 1.056
H -1.130 -0.250 -1.521
H -0.172 -1.307 -0.585
H 0.712 -0.137 -1.658
H 0.091 1.716 -0.389
H 0.981 0.495 0.493
H -0.948 1.230 1.718
C 4.662 1.702 1.919
C 4.357 0.247 1.501
O 5.588 -0.239 1.153
H 5.117 1.671 2.909
H 3.691 2.130 2.167
H 5.204 2.327 1.208
H 3.592 0.192 0.726
H 3.904 -0.410 2.243
H 5.541 -1.109 0.750
C -3.875 0.513 -2.814
C -3.900 0.742 -1.298
O -3.730 -0.445 -0.478
H -4.235 -0.488 -3.054
H -2.859 0.334 -3.168
H -4.321 1.335 -3.374
H -4.853 1.215 -1.058
H -3.184 1.515 -1.018
H -3.050 -0.208 0.158
```

## Properties
**SMILES**: CCO.CCO.CCO.CCO.CCO.CCO.CCO.CCO.CCO.CCO
**Highest occupied orbital energy**: -9.64 eV
**Total charge**: 0

***

A molecular structure, C13H15CaNTe. Source: OMol25; level of theory: the ωB97M-V functional and the def2-TZVPD basis.

```
31
Properties=species:S:1:pos:R:3
C -0.469 1.019 -2.210
C 0.905 0.946 -1.839
C 1.068 1.610 -0.588
C -0.194 2.134 -0.206
C -1.127 1.811 -1.230
Ca -0.574 -0.682 -0.084
N -3.325 0.121 -1.135
C 0.742 -2.283 0.517
C 1.665 -1.889 -0.395
H 2.014 1.760 -0.058
H 1.704 0.486 -2.423
H -0.412 2.663 0.725
H -2.145 2.189 -1.284
H -0.922 0.611 -3.116
H 1.533 -2.078 -1.468
H 0.896 -2.180 1.605
H -4.263 -0.264 -1.338
H 2.620 -1.448 -0.119
H -0.086 -2.975 0.208
Te -1.969 0.249 2.496
C -0.705 0.005 4.145
C -1.379 0.122 5.396
C -0.724 -0.296 6.559
C 0.594 -0.787 6.495
C 1.290 -0.801 5.272
C 0.662 -0.383 4.082
H -2.406 0.496 5.394
H -1.251 -0.243 7.513
H 1.081 -1.150 7.404
H 2.331 -1.145 5.234
H 1.178 -0.382 3.109
```

## Properties
**Highest occupied orbital energy (alpha / beta)**: 2.19 / 2.19 eV
**Total charge**: -2

***

2 unconnected molecules or ions with the total composition C2H6O2S3. Source: OMol25; level of theory: the ωB97M-V functional and the def2-TZVPD basis.

```
13
Properties=species:S:1:pos:R:3
C -1.558 1.099 -1.218
C 2.099 -0.634 1.392
O -0.758 -0.990 0.163
O 2.038 -0.293 -1.204
S -3.744 -0.304 0.163
S -1.733 0.144 0.351
S 1.739 -1.349 -0.248
H -2.024 0.549 -2.028
H -0.496 1.222 -1.409
H -2.045 2.058 -1.076
H 2.846 0.146 1.277
H 2.455 -1.426 2.041
H 1.180 -0.221 1.795
```

## Properties
**Highest occupied orbital energy (alpha / beta)**: -9.53 / -7.77 eV
**Total charge**: 0